# C3H12NO

A 2-piece molecular cluster, C3H12NO overall (ωB97M-V/def2-TZVPD, the OMol25 dataset).

Positions of all 17 atoms, in Å:
1 C 0.3873 0.7516 -1.6935
2 C 1.8304 0.2923 -1.5025
3 N -0.5596 -0.1391 -0.9128
4 H 0.2685 1.7586 -1.3077
5 H 0.1690 0.6899 -2.7558
6 H 2.0661 -0.6833 -1.9385
7 H 2.0788 0.2405 -0.4468
8 H -1.3082 0.4410 -0.5494
9 H -0.9081 -0.9183 -1.4757
10 H -0.0518 -0.4891 -0.0865
11 H 2.4730 0.9630 -2.0708
12 C -1.2986 -0.8032 2.5441
13 O -0.4467 0.1019 1.7831
14 H -0.0602 0.7581 2.3849
15 H -0.7600 -1.4186 3.2520
16 H -1.8174 -1.3710 1.7760
17 H -2.0626 -0.1741 3.0001

Forces on atoms 1 to 2 (eV/Å):
1.0166 -0.5683 -0.2095
-0.1336 -0.2969 -0.3371

Summary:
Charge: +1
LUMO, eV: -3.30
F_max, eV Å⁻¹: 1.63
Total energy, eV: -6836.47135
Orbital gap, eV: 11.64